[1]
DFT (wB97M-V/def2-TZVPD) results for one molecule with the formula C11H16N4O3.

Last column: Löwdin charge in e.
Atoms and positions in Å:
C 1.578 0.380 0.116  -0.24
C 0.432 1.201 -0.394  -0.37
C 1.361 -1.142 -0.030  -0.08
C 1.439 -1.603 -1.461  -0.28
C 0.369 -1.980 -2.234  -0.08
C 2.174 -2.079 -3.461  -0.21
C -1.084 1.313 1.805  -0.17
C -1.161 -0.160 2.389  -0.43
C -2.403 2.152 1.855  -0.11
C -3.125 1.482 0.691  -0.15
C -1.997 1.421 -0.386  -0.17
H 1.675 1.674 1.737  0.10
H 2.842 0.540 1.809  0.10
H 2.426 0.776 -0.450  0.15
H 2.208 -1.684 0.514  0.16
H 0.402 -1.442 0.350  0.10
H -0.682 -1.936 -1.914  0.13
H 2.829 -2.358 -4.295  0.13
H 0.324 -2.660 -4.251  0.16
H -0.302 1.811 2.376  0.14
H -2.230 3.182 1.614  0.11
H -2.825 2.026 2.820  0.11
H -3.393 0.418 1.008  0.12
H -4.029 1.983 0.230  0.13
H -1.942 2.303 -1.040  0.12
H -2.111 0.627 -1.140  0.12
H 0.787 -0.324 2.076  -0.01
N 1.890 0.693 1.570  0.06
N 2.565 -1.686 -2.290  0.09
N 0.849 -2.338 -3.441  0.04
N -0.778 1.289 0.368  -0.02
O 0.462 1.847 -1.420  0.10
O -2.158 -0.663 2.839  0.11
O 0.051 -0.754 2.552  0.06

Computed properties:
Total charge: 0
Molecular weight, g/mol: 252.27
LUMO level, eV: 0.633
SMILES string: N[C@@H](Cc1c[nH]cn1)C(=O)N1CCC[C@H]1C(=O)O
Calculated total energy, hartree: -873.50454
Energy relative to the best compared isomer or geometry (same formula, charge and spin), kcal/mol: 39.8
Spin multiplicity: 1

***

[2]
DFT (wB97M-V/def2-TZVPD) results for one molecule with the formula C3H9NO.

Last column: Löwdin charge in e.
Atoms and positions in Å:
C -0.989 1.878 0.200  -0.14
N -0.736 0.606 -0.407  -0.13
C -0.054 -0.388 0.392  -0.25
C 1.045 -1.077 -0.391  -0.29
O 1.747 -2.104 0.272  -0.05
H -1.948 1.934 0.746  0.07
H -0.221 2.112 0.931  0.08
H -1.155 2.618 -0.587  0.07
H -1.059 0.174 -1.239  0.10
H -0.707 -1.186 0.797  0.11
H 0.312 0.019 1.315  0.11
H 1.799 -0.348 -0.720  0.12
H 0.665 -1.301 -1.397  0.11
H 1.301 -2.937 0.088  0.09

Computed properties:
Total charge: 0
Molecular weight, g/mol: 75.11
LUMO level, eV: 0.974
SMILES string: CNCCO
Calculated total energy, hartree: -249.64831
Energy relative to the best compared isomer or geometry (same formula, charge and spin), kcal/mol: 41.0
Spin multiplicity: 1

***

[3]
DFT (wB97M-V/def2-TZVPD) results for a 2-piece molecular cluster, C10H9N3O2 overall.

Last column: Löwdin charge in e.
Atoms and positions in Å:
C -2.779 -1.838 0.296  -0.09
C -3.207 -1.001 -0.724  -0.12
C -1.640 -1.527 1.044  -0.07
C -2.521 0.143 -1.008  -0.12
C -0.955 -0.405 0.698  -0.23
C -1.384 0.425 -0.312  0.03
C 1.124 -0.496 0.248  -0.11
C 0.439 -0.049 1.440  -0.17
C 5.175 -1.129 -0.471  -0.46
C 0.649 2.808 -0.581  0.00
N 1.154 0.478 -0.604  0.11
N 0.586 1.413 1.369  0.15
N 0.755 1.516 0.127  -0.31
O 5.310 -0.362 -1.320  0.21
O 5.043 -1.870 0.367  0.23
H -3.331 -2.788 0.652  0.13
H -3.985 -1.360 -1.307  0.08
H -1.227 -2.154 1.837  0.11
H -2.803 0.610 -1.978  0.11
H 1.341 -1.474 -0.073  0.12
H 0.508 -0.419 2.379  0.10
H 0.869 3.630 0.104  0.08
H 1.341 2.888 -1.488  0.11
H -0.459 2.961 -0.694  0.10

Computed properties:
Total charge: 0
Molecular weight, g/mol: 203.20
LUMO level (spin up / spin down), eV: -0.277 / -0.092
Calculated total energy, hartree: -701.01006
Energy relative to the best compared isomer or geometry (same formula, charge and spin), kcal/mol: 123.8
Spin multiplicity: 1